This record from the Open Molecules 2025 dataset describes one molecule with the formula C4H7FN2 at a distorted geometry. The level of theory is ωB97M-V/def2-TZVPD.

Results
2S+1: 3
Calculated total energy (a.u.): -365.720965
Orbital gap (alpha / beta) (hartree): 0.2032 / 0.3074
LUMO (alpha / beta) (eV): 0.9796 / -1.6702

Last columns: bonded neighbours and bond lengths (Å).
Positions of all 14 atoms, in Å:
1 F -0.5958 -2.1489 0.7010  C4 1.350
2 N -0.5704 0.0896 0.4030  C4 1.382, C6 1.565, C7 1.459
3 N 1.9152 -0.3227 0.2363  C5 1.204, C6 1.415
4 C -0.4438 -1.1499 -0.1947  F1 1.350, N2 1.382, H8 1.069
5 C 1.6501 -1.2707 -0.4578  N3 1.204, H10 1.090
6 C 0.8977 0.5458 0.6979  N2 1.565, N3 1.415, H11 1.008, H13 1.145
7 C -1.3255 1.1546 -0.2493  N2 1.459, H9 1.112, H12 1.064, H14 1.083
8 H -0.9702 -1.4124 -1.0872  C4 1.069
9 H -1.0240 1.6221 -1.2122  C7 1.112
10 H 2.1789 -2.0248 -1.0399  C5 1.090
11 H 1.1661 1.4793 0.4274  C6 1.008
12 H -1.5099 2.0195 0.3431  C7 1.064
13 H 0.9464 0.6775 1.8345  C6 1.145
14 H -2.3147 0.7408 -0.4023  C7 1.083